Molecular formula: C35H34ClGdNOSi2
Method: DFT, ωB97M-V with the def2-TZVPD basis set

Calculated values
E_tot: -3288.5609 a.u.
Multiplicity: 8
Net charge: +1
LUMO energy (alpha / beta): -3.7 / -3.7 eV
Largest force on an atom: 5.16 eV Å⁻¹
<S²>: 15.88
HOMO energy (alpha / beta): -9.81 / -10.99 eV

```
75
Properties=species:S:1:pos:R:3:mulliken_charge:R:1
Gd -0.28960 -0.57260 2.17914 0.491
Cl -0.45159 1.91756 2.50054 -0.529
Si 1.67823 2.77747 -0.97141 -0.406
Si -0.75554 -1.17944 -1.67019 -0.338
O 1.56564 -1.95250 2.89818 -0.282
N 0.51937 -0.29668 4.59069 0.157
C -2.16802 4.33378 -0.48584 -0.730
C -0.10819 -2.56672 -2.79836 0.601
C 0.28093 0.36241 -0.24983 -0.833
C 1.53768 0.98188 -0.52601 0.261
C 0.79941 1.35466 6.32952 -1.105
C -1.35833 5.09353 -2.61846 -0.696
C 0.20511 -1.10980 -0.14890 3.459
C 0.98640 -3.37890 -2.48164 -0.073
C -1.67873 -2.36597 3.42826 -0.584
C -2.36362 5.09560 -1.64230 -0.414
C -0.77114 0.27935 -2.88843 0.437
C -1.88544 1.11486 -3.04360 -0.339
C 1.60694 -0.93657 5.05765 0.583
C -0.67252 -2.73174 -4.07915 -0.609
C 1.48317 -1.79978 0.12754 -0.700
C 2.00737 -2.15248 4.27981 -0.697
C -1.00240 3.58816 -0.31258 0.741
C 1.14396 -4.17618 -4.75590 -0.469
C -0.04368 -3.49840 -5.06471 -0.564
C 0.37202 0.50125 -3.66680 -0.176
C 0.37270 1.48258 -4.66256 -0.772
C 1.97643 0.73448 6.75564 -0.240
C 1.65265 -4.13068 -3.45175 -0.751
C 2.36160 -0.45521 6.13079 -1.028
C -2.26956 -1.10476 3.74049 -0.311
C 2.70869 0.18328 -0.50951 -1.219
C -2.63052 -1.51036 1.49781 -0.476
C 2.67767 -1.18410 -0.18376 -1.220
C 0.05053 3.61641 -1.25542 0.580
C -0.17203 4.36409 -2.44320 -0.278
C -1.90768 -2.63028 2.04268 -0.507
C 0.06148 0.75371 5.31029 -0.005
C -0.77085 2.25315 -4.87398 -0.601
C -2.82341 -0.55636 2.54142 -1.043
C -1.89133 2.07316 -4.05645 -0.466
H -1.60405 -2.22563 -4.31282 0.362
H -2.74525 1.00780 -2.37417 0.407
H 3.67460 0.66042 -0.69449 0.474
H -0.62253 0.98286 -0.25368 0.735
H -2.75931 2.72531 -4.16636 0.439
H -0.77196 3.03026 -5.64179 0.395
H 1.66847 -4.75084 -5.52222 0.374
H -3.33690 0.39978 2.44632 0.453
H 1.51208 -3.04827 4.69177 0.332
H -2.32895 -0.65563 4.73517 0.707
H 2.56261 -4.67154 -3.17297 0.388
H -1.18726 -3.04834 4.12690 0.602
H 3.23712 -1.03643 6.41543 0.444
H 3.09689 -2.27003 4.27777 0.500
H 3.59812 -1.78135 -0.23767 0.557
H 1.41631 -2.85995 0.43377 1.761
H -0.87898 3.00721 0.60794 -0.299
H -0.47140 -3.56069 -6.06931 0.397
H 1.37561 -3.41751 -1.47331 0.229
H 0.42901 2.29005 6.75061 0.398
H 2.03081 -2.57013 2.29426 0.275
H 0.58081 4.35064 -3.24199 0.394
H -3.27918 5.68058 -1.76967 0.406
H -0.64311 -1.64841 0.39619 -1.972
H 2.42583 3.44342 -0.01188 -0.141
H -2.93269 4.30185 0.29199 0.428
H -2.15309 -1.48107 -1.32024 -0.337
H 2.56992 1.16394 7.56053 0.425
H -3.01905 -1.43638 0.47869 0.717
H 1.28682 -0.08498 -3.51157 0.403
H 1.27709 1.64871 -5.24756 0.418
H -0.89768 1.16335 4.98256 0.588
H -1.62440 -3.54147 1.50189 0.494
H -1.52010 5.66057 -3.53977 0.396
```

Molecular formula: C35H34GeI2N8O4SSn
Method: DFT, ωB97M-V with the def2-TZVPD basis set

Calculated values
E_tot: -5378.2105 a.u.
Net charge: -2
LUMO energy: 3.9 eV
Largest force on an atom: 0.15 eV Å⁻¹
HOMO energy: -2.41 eV

```
86
Properties=species:S:1:pos:R:3:mulliken_charge:R:1
I -0.71455 1.28396 2.42708 -0.245
I -0.36500 -2.16488 6.20946 -0.876
Sn -1.18382 1.13244 -0.29664 1.437
Ge -0.67574 1.66702 -3.75223 1.028
S -1.09664 -2.57514 -2.93527 -0.391
O 0.96592 1.27724 -0.72221 0.006
O -2.96109 2.56455 -0.00348 -0.392
O 2.84402 2.50306 -0.75020 -0.791
O -3.70478 4.66621 0.28495 -0.783
N 5.24802 -2.62727 -2.49119 -0.646
N -2.93502 -0.29525 0.60766 0.290
N 1.55794 -2.56822 -2.69838 -0.272
N 0.52406 -1.54548 -0.97992 0.296
N 1.89997 -1.13515 2.05869 0.357
N -0.61131 -1.14988 -0.32806 0.299
N 4.77974 -0.43361 -3.28689 -0.673
N -0.50372 3.34292 -0.21269 0.560
C -1.16157 -1.92380 0.52948 -0.152
C -2.82718 3.82604 0.12882 -0.036
C -0.21054 3.57036 -3.55118 -1.329
C -0.96190 5.59308 0.30037 -0.633
C -0.21686 -4.24499 0.18188 0.064
C 0.79724 3.57736 -0.25682 -0.192
C -1.76163 1.53363 -5.39008 -1.482
C 4.49486 -0.96611 -0.98025 -0.157
C -1.81891 1.01725 -2.30963 -1.108
C 4.88877 -2.27699 -1.24303 0.854
C -1.37939 4.29433 0.06687 0.311
C 4.56275 -3.53739 0.98296 -0.768
C 0.39925 5.86214 0.25399 -0.477
C -4.92873 -0.58372 1.86839 -0.970
C 5.01469 -3.37585 -0.26668 -0.693
C -2.47032 -1.46387 1.07004 0.569
C -4.45152 -1.78347 2.36185 -0.606
C -0.56959 -3.19373 1.02210 0.299
C 0.36428 -2.15560 -2.11876 -0.885
C 5.16904 -1.69415 -3.42859 -0.217
C 2.65955 -1.93373 1.31772 -0.692
C 0.35350 -4.37943 2.90970 -0.875
C 0.94860 0.62475 -4.00154 -0.955
C 1.63762 2.35624 -0.59473 0.026
C 3.70266 -2.70115 1.82858 0.812
C 0.72014 -5.42050 2.06682 -0.510
C -3.21155 -2.23981 1.94913 -0.771
C 1.30096 4.84400 -0.02661 -0.718
C -4.13155 0.13623 0.99353 -0.321
C 3.86692 -2.70851 3.21504 -0.649
C 3.05155 -1.91919 4.00061 -0.842
C 0.42787 -5.35506 0.71078 -0.912
C 4.44441 -0.07980 -2.04153 -0.350
C 2.09884 -1.12435 3.37241 -0.524
C -0.29378 -3.27124 2.38772 -0.158
H 1.23402 -6.28662 2.46869 0.394
H 0.56222 -4.39878 3.97284 0.268
H 4.21604 -0.63196 0.00615 0.537
H 1.44161 -0.49516 3.96212 0.291
H 1.55024 1.04031 -4.81262 0.529
H 5.59296 -4.19314 -0.68345 0.344
H 4.10537 0.93739 -1.87668 0.658
H 0.75893 6.86631 0.44329 0.411
H -1.19833 1.87954 -6.25968 0.389
H -1.04108 4.14516 -3.13646 0.316
H 2.36946 4.99764 -0.07100 0.560
H 0.03632 3.98206 -4.53251 0.502
H -1.99544 -0.04718 -2.48809 0.222
H 4.88516 -4.45660 1.46729 0.318
H -5.89063 -0.18908 2.16458 0.410
H -2.04913 0.49363 -5.55202 0.366
H 2.39596 -1.97330 0.26721 0.763
H 0.71243 -6.16625 0.05129 0.412
H -0.44996 -4.19263 -0.87418 0.464
H -5.02978 -2.36262 3.07011 0.440
H -0.55207 -2.45931 3.06028 0.349
H 2.36064 -2.02092 -2.42025 0.016
H 4.62601 -3.34038 3.66522 0.404
H 1.48097 -2.73520 -3.68748 0.298
H -1.70414 6.34641 0.52130 0.562
H -2.81153 -3.17250 2.31492 0.482
H -2.66879 2.13466 -5.30218 0.368
H -2.77209 1.54816 -2.34667 0.694
H 5.45609 -2.00035 -4.43060 0.407
H 1.53877 0.61700 -3.08523 0.012
H -4.42724 1.10142 0.60746 0.633
H 3.10986 -1.92595 5.08038 0.442
H 0.67491 -0.40167 -4.24657 0.257
H 0.65940 3.70094 -2.90759 0.323
```

Molecular formula: C35H34N3O2P2Pd
Method: DFT, ωB97M-V with the def2-TZVPD basis set

Calculated values
E_tot: -2479.2833 a.u.
Multiplicity: 3
Net charge: +1
LUMO energy (alpha / beta): -3.1 / -3.4 eV
Largest force on an atom: 0.90 eV Å⁻¹
<S²>: 2.05
HOMO energy (alpha / beta): -9.23 / -11.46 eV

```
77
Properties=species:S:1:pos:R:3:mulliken_charge:R:1
Pd 0.38260 0.53072 -0.06978 -0.278
P -1.60774 0.08235 -1.36739 0.486
P 0.18077 -1.46812 0.97539 0.436
O 3.52306 -1.31958 -0.53868 -0.569
O 2.57272 2.37613 1.98517 -0.625
N 1.10520 2.27974 -1.35572 -0.388
N 2.73686 0.32511 0.91340 1.027
N 0.84596 3.55444 -0.74520 -0.497
C 4.30052 -1.98300 3.04731 -0.555
C -1.34365 -1.56259 -2.13799 -1.068
C 1.76695 -1.77267 1.80637 0.365
C 5.72756 2.26040 -2.07622 -0.527
C -4.39307 0.43066 1.56764 -0.564
C -2.07396 1.18318 -2.74191 1.245
C 0.04471 -2.77558 -0.28941 -1.134
C -1.07609 -1.78553 2.24471 1.014
C 5.41683 3.39469 -1.32569 -0.608
C -2.79249 3.02819 -4.70707 -0.555
C -1.32710 -0.77969 3.17542 -0.606
C -5.44966 -0.34634 1.12037 -0.660
C -1.22341 -2.73089 -1.15127 -0.992
C 4.30434 0.96549 -0.70203 0.514
C -2.71603 -3.17499 3.33387 -0.836
C 3.54229 -0.18513 -0.15334 0.119
C -2.96403 1.66868 -4.92936 -0.715
C -3.24048 0.53494 0.80034 -0.470
C 2.30686 -2.99622 2.05516 -0.040
C -2.24902 -0.97753 4.19030 -0.803
C 2.50828 -0.51081 2.15313 -0.057
C -1.90295 2.55211 -2.52640 -0.723
C -4.21353 -0.89968 -0.86629 -0.206
C -2.26478 3.46980 -3.50258 -0.754
C -3.14149 -0.12748 -0.41987 0.558
C -5.35946 -1.01074 -0.09704 -0.738
C 3.05018 1.69497 1.11496 0.093
C 4.54047 3.32740 -0.24804 -0.656
C 5.16988 1.02200 -1.77710 -0.646
C 3.99837 2.09050 0.04532 0.319
C -1.77501 -2.98695 2.33201 -0.209
C 3.57887 -3.13230 2.64049 -0.900
C 3.80243 -0.73827 2.86506 -0.780
C -2.95001 -2.17324 4.26566 -0.525
C -2.60962 0.74977 -3.95289 -0.397
H -6.34748 -0.43695 1.71777 0.428
H -1.58855 -3.78238 1.62087 0.286
H -1.24535 -3.65162 -1.73751 0.542
H 5.87397 4.33980 -1.58691 0.442
H 1.38517 4.28635 -1.19457 0.245
H 0.93381 -2.61464 -0.90824 0.468
H -4.45896 0.94794 2.51579 0.441
H 6.42072 2.35093 -2.90187 0.437
H -6.18702 -1.61390 -0.44731 0.450
H -3.26282 -4.10701 3.39109 0.457
H -2.17565 -1.78002 -2.80987 0.512
H -3.68092 -2.32335 5.04924 0.430
H -1.49445 2.90851 -1.58565 0.481
H 5.40317 0.13527 -2.35117 0.544
H -2.40202 1.12309 1.15554 0.197
H 4.32907 0.13341 3.23549 0.505
H 4.29971 4.19903 0.34672 0.559
H 1.11761 3.50715 0.22923 0.251
H -0.44942 -1.48649 -2.76266 0.535
H -3.37928 1.32091 -5.86617 0.432
H -2.13327 4.52809 -3.31783 0.432
H -3.07131 3.74037 -5.47239 0.401
H -0.80588 0.16956 3.09665 0.285
H 5.25520 -2.10806 3.54224 0.446
H 3.99818 -4.11649 2.79258 0.441
H -2.11289 -2.75926 -0.51657 0.263
H 1.76019 -3.89475 1.79409 0.400
H -2.76008 -0.30348 -4.14959 0.280
H 2.07968 2.19035 -1.63783 0.133
H 0.15730 -3.76360 0.16129 0.656
H 1.86192 0.14519 2.74897 0.345
H 0.54084 2.24190 -2.19928 0.391
H -4.16345 -1.41511 -1.81845 0.336
H -2.42987 -0.19470 4.91548 0.453
```